Record 1
Below is a structure of composition C20H24ClNO5P2Sc, with properties calculated with ωB97M-V/def2-TZVPD.

Atoms and positions in Å:
C: -1.33786 3.22113 -1.84281
C: -1.21648 1.94829 -1.29598
C: 0.10533 1.43330 -1.11394
C: 1.20497 2.25990 -1.40809
C: 1.04245 3.58902 -1.79286
C: -0.22767 4.05398 -2.06694
C: 2.56138 1.65077 -1.31381
C: 2.54850 0.13647 -1.51929
C: 1.35579 -0.55580 -1.23807
C: 1.31617 -1.96744 -1.39555
C: 2.45239 -2.62570 -1.84925
C: 3.64381 -1.92879 -2.12963
C: 3.67676 -0.54280 -1.99074
H: -2.34709 3.54048 -2.09609
H: 1.94027 4.22258 -1.91123
H: -0.39259 5.05277 -2.43949
H: 3.30338 2.12385 -1.97127
H: 2.37133 -3.70524 -2.02652
H: 4.53117 -2.48949 -2.43962
H: 4.59447 0.04044 -2.20897
N: 0.32584 0.14891 -0.61193
Sc: -0.07473 -0.14395 1.49430
C: -2.42322 1.10561 -0.92744
H: -2.41138 0.15297 -1.46987
H: -3.31610 1.66159 -1.19347
C: 0.07657 -2.74677 -1.02441
H: -0.81650 -2.37344 -1.55097
H: 0.20694 -3.81239 -1.26416
P: -2.47054 0.70257 0.87337
P: -0.28342 -2.61481 0.78703
C: 1.09411 -3.54225 1.51712
H: 1.12967 -3.30919 2.59778
H: 0.93998 -4.63240 1.39645
H: 2.06192 -3.24442 1.07484
C: -1.69834 -3.74278 0.94883
H: -1.40802 -4.77279 0.73054
H: -2.04152 -3.69894 1.98476
H: -2.50616 -3.43985 0.27523
C: -2.81160 2.39372 1.53959
H: -3.79351 2.73573 1.21699
H: -2.79019 2.32719 2.62532
H: -2.04521 3.08146 1.19355
C: -4.12143 -0.05528 1.02459
H: -4.29679 -0.27622 2.08479
H: -4.92284 0.61102 0.67803
H: -4.15914 -0.99315 0.45668
C: 2.95973 1.18789 1.54845
O: 2.20072 0.28085 1.45101
H: 2.87649 1.99951 -0.34885
O: 0.23921 -0.47221 3.59275
Cl: 0.22296 1.03617 4.04375
O: -0.93460 1.29086 4.87548
O: 3.81174 1.99050 1.79751
O: 0.05289 1.70657 2.63250

Summary:
Relative energy (zero: lowest compared OMol25 entry of this formula, charge and spin) ... 0.0 kcal/mol
Kohn-Sham gap ... 0.24207 hartree
E_tot ... -84650.6014 eV
Total charge ... +1

These are the natural (NBO) partial charges, in e, on atoms 1 to 5: C -0.1963; C -0.0712; C 0.2049; C -0.0707; C -0.1814

Record 2
Below is a structure of composition C20H24F5NO2P2TeY, with properties calculated with ωB97M-V/def2-TZVPD.

Atoms and positions in Å:
C: -1.74360 3.01593 -3.50566
C: -1.46906 1.70900 -3.12675
C: -0.10174 1.34325 -2.90271
C: 0.86639 2.35395 -2.65188
C: 0.53026 3.67651 -2.94455
C: -0.73760 3.99173 -3.43293
C: 2.16317 1.94995 -2.01475
C: 2.51808 0.55525 -2.42957
C: 1.45815 -0.37083 -2.59958
C: 1.72049 -1.77005 -2.42943
C: 3.03028 -2.20640 -2.56986
C: 4.07487 -1.27745 -2.67433
C: 3.82313 0.09047 -2.59234
H: -2.75585 3.27936 -3.81098
H: 1.28194 4.45517 -2.78716
H: -0.96637 5.01668 -3.72197
H: 2.96686 2.65462 -2.25477
H: 3.23527 -3.28023 -2.56299
H: 5.10256 -1.62823 -2.77795
H: 4.63758 0.80881 -2.62827
N: 0.19540 0.02245 -2.88566
Y: 2.00243 1.90294 1.40274
C: -2.51191 0.65658 -2.84141
H: -2.36510 -0.21868 -3.49191
H: -3.52603 1.05907 -2.96008
C: 0.56319 -2.64951 -2.03492
H: -0.21780 -2.63074 -2.80819
H: 0.90524 -3.67556 -1.84791
P: -2.32481 0.02484 -1.07984
P: -0.24380 -2.02094 -0.45950
C: 1.15943 -2.40501 0.66312
H: 0.84389 -2.27091 1.70541
H: 1.48268 -3.44724 0.51444
H: 2.00366 -1.72671 0.47282
C: -1.27365 -3.50170 -0.13912
H: -0.62989 -4.39218 -0.11403
H: -1.78112 -3.38548 0.82476
H: -2.02544 -3.60625 -0.93212
C: -2.73039 1.60768 -0.24227
H: -3.76376 1.89929 -0.47382
H: -2.60607 1.48514 0.83803
H: -2.03315 2.38258 -0.57662
C: -3.94374 -0.81231 -0.89008
H: -4.07511 -1.09873 0.16016
H: -4.74834 -0.12759 -1.19110
H: -3.96244 -1.71578 -1.51287
C: -1.45793 -0.72218 1.73629
O: -1.61046 -0.16641 2.72063
H: 2.03014 1.97225 -0.81822
F: 1.64271 2.31965 3.38063
Te: 5.34888 1.75040 1.21954
F: 0.28230 1.42379 0.35186
F: 6.66902 3.13675 1.02410
F: 5.62492 1.25049 -0.60224
F: 3.38732 0.25641 1.26680
O: 3.91333 2.90019 0.91893

Summary:
Relative energy (zero: lowest compared OMol25 entry of this formula, charge and spin) ... 0.0 kcal/mol
Kohn-Sham gap (spin up / spin down) ... 0.18388 / 0.24653 hartree
E_tot ... -67214.2351 eV
Total charge ... +1

These are the Löwdin partial charges, in e, on atoms 1 to 5: C -0.0310; C -0.2258; C -0.2137; C -0.1361; C -0.0216

Record 3
Below is a structure of composition C20H24F5NO2P2TeYb, with properties calculated with ωB97M-V/def2-TZVPD.

Atoms and positions in Å:
C: -1.44796 3.52479 -2.19920
C: -1.31256 2.14768 -1.96238
C: -0.06261 1.51099 -2.25205
C: 1.06066 2.32962 -2.70977
C: 0.85681 3.71831 -2.87266
C: -0.36407 4.31595 -2.63930
C: 2.29498 1.70785 -2.85473
C: 2.44841 0.34232 -2.67163
C: 1.28440 -0.41338 -2.21125
C: 1.45167 -1.79545 -1.88186
C: 2.71127 -2.36623 -2.03702
C: 3.83164 -1.65730 -2.48367
C: 3.69314 -0.31044 -2.79362
H: -2.41740 3.99322 -2.00865
H: 1.73176 4.28991 -3.23173
H: -0.48687 5.38715 -2.72959
H: 3.13914 2.32226 -3.14681
H: 2.82704 -3.43698 -1.79014
H: 4.79627 -2.13177 -2.57036
H: 4.53315 0.30714 -3.13694
N: 0.11979 0.21191 -1.95056
Yb: 0.41361 0.33269 2.34717
C: -2.42709 1.31570 -1.30200
H: -2.56268 0.36931 -1.83239
H: -3.36070 1.90992 -1.25770
C: 0.29263 -2.53450 -1.23596
H: -0.64165 -2.31360 -1.76989
H: 0.51758 -3.61322 -1.17292
P: -1.99491 0.96526 0.45384
P: 0.12211 -1.97996 0.51973
C: 1.33909 -3.13685 1.24657
H: 1.25257 -3.05581 2.33817
H: 1.00085 -4.11764 0.89147
H: 2.35137 -2.91324 0.89513
C: -1.31558 -3.04758 0.85267
H: -0.96829 -4.05461 0.59812
H: -1.55427 -2.96603 1.91718
H: -2.17020 -2.75785 0.23098
C: -2.36621 2.64262 1.06707
H: -3.36017 2.85938 0.64534
H: -2.44399 2.60299 2.16071
H: -1.63979 3.37936 0.71413
C: -3.58932 0.26937 0.97600
H: -3.53514 0.11895 2.06122
H: -4.31988 1.05182 0.73683
H: -3.81781 -0.65762 0.44335
C: 2.87696 -0.07179 2.10239
O: 3.92076 -0.39497 2.51920
H: 2.05565 0.52953 0.76076
F: 0.19930 1.03223 4.32417
Te: -0.80011 -0.78508 4.94018
F: 0.14624 -0.40831 6.62688
F: -2.36977 0.21043 5.52180
F: 0.93508 -1.50354 4.18186
F: -1.54987 -2.53569 5.47094
O: -1.32505 -0.73923 3.16088

Summary:
Relative energy (zero: lowest compared OMol25 entry of this formula, charge and spin) ... 49.1 kcal/mol
2S+1 ... 2
Kohn-Sham gap (spin up / spin down) ... 0.12879 / 0.12325 hartree
E_tot ... -97695.1351 eV
Total charge ... +1
<S²> ... 0.769

These are the Löwdin partial charges, in e, on atoms 1 to 5: C -0.0320; C -0.2105; C -0.1763; C -0.1368; C -0.0284

Record 4
Below is the molecule C20H24FN3O2, with properties calculated with ωB97M-V/def2-TZVPD.

Atoms and positions in Å:
O: -3.42213 2.40777 0.83940
C: -3.07123 2.71314 -0.29169
C: -4.06159 3.35844 -1.17717
C: -5.41841 3.36884 -0.96954
C: -5.97734 4.14714 -2.00456
C: -4.92686 4.56684 -2.76189
O: -3.76857 4.09706 -2.27583
N: -1.80240 2.50658 -0.72357
C: -1.32645 2.53756 -2.08688
C: -1.09716 1.11154 -2.59696
C: -0.12208 0.37306 -1.68513
C: -0.65451 0.39847 -0.24220
N: 0.14141 -0.30492 0.74509
C: 1.55401 0.01241 0.78511
C: 2.15001 -0.53301 2.09106
N: 1.97723 -1.96722 2.15831
C: 2.99649 -2.81463 1.77653
C: 4.30405 -2.56833 2.22839
C: 5.36011 -3.40197 1.92963
C: 5.16577 -4.54466 1.17127
C: 3.89201 -4.82911 0.71764
C: 2.84427 -3.97921 1.01020
F: 1.63421 -4.32474 0.48477
C: 0.57686 -2.30427 2.03689
C: -0.03692 -1.74516 0.74977
C: -0.87117 1.86117 0.17910
H: -5.92939 2.87371 -0.17052
H: -7.01301 4.36776 -2.16075
H: -4.87325 5.18170 -3.63898
H: -2.03236 3.05746 -2.72804
H: -0.37768 3.08762 -2.10297
H: -0.70872 1.15109 -3.61612
H: -2.05257 0.58219 -2.61657
H: -0.00078 -0.65843 -2.02167
H: 0.85337 0.86318 -1.72598
H: -1.64192 -0.07876 -0.23186
H: 1.68726 1.09405 0.75808
H: 2.10699 -0.43564 -0.06139
H: 3.20418 -0.26751 2.14264
H: 1.62237 -0.08082 2.93671
H: 4.48178 -1.70673 2.85274
H: 6.34406 -3.16314 2.30471
H: 5.98734 -5.20275 0.93834
H: 3.68927 -5.70294 0.11773
H: 0.43406 -3.38056 2.09903
H: 0.06423 -1.83890 2.88641
H: -1.10413 -1.97193 0.73395
H: 0.43675 -2.22682 -0.12153
H: -1.28787 1.89588 1.18596
H: 0.07042 2.41749 0.15235

Summary:
Relative energy (zero: lowest compared OMol25 entry of this formula, charge and spin) ... 39.1 kcal/mol
Kohn-Sham gap ... 0.31064 hartree
SMILES string ... O=C(c1ccco1)N1CCC[C@@H](N2CCN(c3ccccc3F)CC2)C1
E_tot ... -32411.7505 eV

These are the natural (NBO) partial charges, in e, on atoms 1 to 5: O -0.6235; C 0.6286; C 0.1509; C -0.2279; C -0.3198